The following is a quantum chemistry calculation of one molecule with the formula C5H9N3O at a distorted geometry, from OMol25.

Computed properties:
* structure (SMILES): CN/N=C1\CCC=NO1
* E: -11844.9499 eV

Element x y z (Å)
C 0.66146 -2.47256 0.85977
N 1.64476 -1.51018 0.43196
N 1.35510 -0.84291 -0.76859
C 0.57975 0.18679 -0.73200
C 0.04754 0.89040 0.42199
C -1.34593 1.49096 0.13899
C -1.31565 2.11756 -1.20701
N -0.55385 1.79821 -2.16180
O 0.27232 0.68499 -2.02286
H 0.45161 -3.35897 0.15983
H -0.24831 -1.84517 0.84642
H 0.78664 -2.81607 1.85577
H 2.51961 -2.01044 0.32292
H -0.09985 0.19932 1.29829
H 0.70075 1.72257 0.82241
H -1.58819 2.19123 0.97879
H -2.00327 0.60977 0.24029
H -1.86449 2.96450 -1.48516

=====

The following is a quantum chemistry calculation of C20H38Cl3N2O4ScSi as an isolated structure at a distorted geometry, from OMol25.

Computed properties:
* E: -98680.9249 eV

Element x y z (Å)
C 1.86175 4.67241 0.85290
C 0.48953 4.16059 1.11528
H 1.88533 5.76527 0.88166
H 2.23668 4.33338 -0.12234
H 2.54962 4.27976 1.61269
C -0.60371 4.94175 1.12424
C -0.59956 6.41396 0.90650
H -1.59280 4.53260 1.33089
H 0.15992 6.74513 0.17938
H -0.43043 6.94540 1.85739
H -1.59552 6.72359 0.55583
Sc 0.90073 0.16694 -0.71937
Cl 2.36850 -0.27880 1.20734
Cl 1.53463 -0.51318 -2.99559
H 0.71837 -5.48927 -1.75457
H 3.13121 -5.65929 -0.81650
C 0.99563 -4.50004 -2.13867
C 3.28671 -4.65453 -1.23373
N 2.02723 -3.93005 -1.28669
H 0.13536 -3.83278 -2.15137
C 1.84217 -2.80736 -0.59996
O 0.81217 -2.08683 -0.69255
H 3.97776 -4.09652 -0.59572
H 2.67858 -2.51976 0.05565
H 1.39911 -4.62427 -3.14967
H 3.70897 -4.74552 -2.24361
H 0.07392 3.54547 -1.80936
H -2.60332 4.10329 -1.03145
C -0.42400 2.98129 -2.60818
C -2.74762 3.54491 -1.97364
N -1.72438 2.51400 -2.13530
H 0.19562 2.13449 -2.91080
C -1.97693 1.22814 -1.83215
O -1.09258 0.34723 -1.73618
H -3.74182 3.07750 -1.96556
H -3.05150 0.99785 -1.66027
H -0.59629 3.65264 -3.45445
H -2.66738 4.25001 -2.81023
O 0.51247 2.05354 0.03388
C 0.37835 2.65260 1.26936
C -2.09637 2.21352 1.23044
C -0.93560 2.28408 1.98687
H -1.99855 2.40652 0.15887
C -3.33111 1.96026 1.82902
H 1.19359 2.26805 1.89486
C -0.99579 2.19051 3.37794
H -4.20316 1.77053 1.19983
C -3.40329 1.92884 3.22416
C -2.24243 2.06522 3.99608
H -0.05437 2.23853 3.93457
H -4.36531 1.78470 3.71099
H -2.29835 2.04781 5.08791
Si 4.53957 1.06558 -2.30688
Cl 2.84283 2.00620 -1.33595
C 4.10247 0.92782 -4.12322
C 4.84841 -0.52359 -1.37225
C 6.01835 2.19028 -2.07019
H 3.13515 1.39552 -4.34885
H 4.03829 -0.12856 -4.41700
H 4.87795 1.40930 -4.73551
H 5.97127 3.07370 -2.72074
H 6.94361 1.64622 -2.31003
H 6.07439 2.51890 -1.02556
H 3.97480 -0.84046 -0.79255
H 5.66433 -0.37136 -0.65266
H 5.13542 -1.35142 -2.03078
O -0.60082 -0.45142 0.88035
H -0.22976 -1.25048 1.29291
H -1.48933 -0.66747 0.55062